A structure of composition C48H49FN5O3SY. Source: the OMol25 dataset; level of theory: ωB97M-V with the def2-TZVPD basis set.

Results
E, eV: -78764.8379
Energy above the lowest of the compared OMol25 structures with the same formula, charge and spin, eV: 1.7271
Frontier orbital gap, Ha: 0.245
Lowest unoccupied orbital energy, Eh: 0.0003

```
108
C48H49FN5O3SY | the OMol25 dataset | ωB97M-V with the def2-TZVPD basis set
Y 0.0046 -0.0950 0.0803
C -1.3517 1.3487 4.7527
C -0.2298 0.5575 4.0800
C 0.0924 -0.6844 4.9183
C 1.0176 1.3739 3.8013
C 1.3332 2.4710 4.5947
C 2.4704 3.2316 4.3608
C 3.3297 2.8685 3.3386
C 3.0633 1.7593 2.5315
C 4.0989 1.3432 1.4971
C 4.3023 2.4008 0.4122
C 5.4408 1.0072 2.1559
C 1.8749 1.0295 2.7345
N 1.5483 -0.0513 1.8712
C 2.2012 -1.2103 2.1894
C 3.0262 -1.4311 3.3130
C 3.6448 -2.6495 3.5466
C 3.4928 -3.7221 2.6803
C 2.6965 -3.5464 1.5538
C 2.1052 -2.3297 1.3558
F 1.3378 -2.1669 0.2081
H -2.2772 0.7704 4.7108
H -1.5240 2.3121 4.2713
H -1.1353 1.5264 5.8098
H -0.5952 0.1872 3.1234
H 0.5340 -0.3934 5.8763
H 0.7844 -1.3524 4.4059
H -0.8240 -1.2449 5.1151
H 0.6699 2.7496 5.4030
H 2.6917 4.0902 4.9836
H 4.2421 3.4341 3.1790
H 3.7251 0.4454 1.0117
H 4.6540 3.3432 0.8453
H 3.3816 2.5780 -0.1484
H 5.0557 2.0690 -0.3057
H 5.8744 1.8858 2.6414
H 6.1518 0.6585 1.4026
H 5.3323 0.2246 2.9040
H 3.1557 -0.6274 4.0258
H 4.2556 -2.7591 4.4350
H 3.9710 -4.6727 2.8719
H 2.5281 -4.3386 0.8351
C 3.9381 0.3371 -2.3823
C 3.6653 1.2211 -3.4176
C 2.4340 1.8499 -3.4621
C 1.4667 1.6007 -2.4781
C 1.7080 0.7164 -1.4084
C 2.9760 0.1152 -1.4075
C 0.1213 2.2279 -2.5960
C -0.1887 3.1616 -3.5931
C -1.4905 3.5786 -3.7811
C -2.4867 3.1096 -2.9336
C -3.9226 3.3380 -3.1599
C -4.8874 2.8157 -2.4007
C -4.5975 2.0477 -1.1500
C -3.0951 1.7377 -0.9670
C -2.0747 2.2956 -1.8846
N -0.8298 1.8330 -1.7251
H 4.8976 -0.1675 -2.3336
H 4.4005 1.4131 -4.1898
H 2.2372 2.5157 -4.2930
H 3.2322 -0.5808 -0.6101
H 0.5826 3.5248 -4.2540
H -1.7388 4.2450 -4.6003
H -4.1860 3.9308 -4.0302
H -5.9261 3.0004 -2.6563
H -5.0479 2.5624 -0.2968
H -2.7779 1.8628 0.0649
O -2.8855 -2.5571 2.4262
C -2.3295 -1.7972 1.6479
O -1.0836 -1.5764 1.4902
C -3.2102 -1.0065 0.6745
C -4.6415 -0.8044 0.9510
C -5.4050 -0.0721 0.1395
C -4.8771 0.5012 -1.1390
C -3.3516 0.2627 -1.2764
N -2.6098 -0.5443 -0.3481
H -5.0218 -1.2580 1.8556
H -6.4519 0.0892 0.3764
H -5.4823 0.1573 -1.9819
H -3.0483 0.0044 -2.2920
C -0.5100 -4.5148 -3.8395
N -0.8798 -3.3470 -3.0535
C -2.2837 -3.0459 -2.7935
C 0.0363 -2.5204 -2.5266
C 1.4882 -2.8195 -2.7734
O -0.3358 -1.5472 -1.8597
H -1.3932 -5.1277 -3.9918
H 0.2316 -5.1223 -3.3224
H -0.1132 -4.2372 -4.8183
H -2.9045 -3.7417 -3.3505
H -2.5143 -2.0287 -3.1082
H -2.5067 -3.1256 -1.7289
H 1.6846 -2.9589 -3.8375
H 1.7778 -3.7357 -2.2545
H 2.0804 -1.9928 -2.3996
S -0.8683 2.5861 1.4657
C 0.0202 3.7790 0.6588
N 1.3266 3.9526 0.9899
C 2.1384 4.8829 0.4491
C 1.6712 5.7316 -0.5076
C 0.3252 5.6058 -0.8952
C -0.4834 4.6625 -0.3222
H 1.7067 3.3178 1.6965
H 3.1521 4.8903 0.8216
H 2.3241 6.4720 -0.9440
H -0.0787 6.2643 -1.6549
H -1.5212 4.5618 -0.6044
```


A structure of composition C48H51AsBrFN3O4W in a non-equilibrium geometry. Source: the OMol25 dataset; level of theory: ωB97M-V with the def2-TZVPD basis set.

Results
E, eV: -198664.6544
Frontier orbital gap (spin up / spin down), Ha: 0.214 / 0.214
Lowest unoccupied orbital energy (spin up / spin down), Eh: -0.3037 / -0.3074
Net charge: +3

```
110
C48H51AsBrFN3O4W | the OMol25 dataset | ωB97M-V with the def2-TZVPD basis set
W -0.1045 -0.2058 0.3147
C 5.6098 -5.2167 1.5255
C 4.8996 -4.9798 0.1962
N 3.6279 -4.2988 0.3915
C 3.5926 -2.9757 0.2124
C 2.4700 -2.2211 0.4464
C 2.5159 -0.7810 0.1440
O 3.2233 -0.2618 -0.6910
O 1.6301 -0.0348 0.8426
C 1.2478 -2.8384 0.8729
O 0.1424 -2.0988 0.9171
C 1.2761 -4.2574 1.0472
C 0.1433 -4.9966 1.4261
C 0.1676 -6.3722 1.4754
F -0.9746 -7.0116 1.7883
C 1.3263 -7.1081 1.1815
C 2.4758 -6.3634 0.8855
C 2.4806 -4.9798 0.7896
N 1.4057 -8.4933 1.1485
C 2.0155 -9.1546 0.0145
C 2.8226 -10.3592 0.4951
N 1.8964 -11.2913 1.1875
C 1.2245 -10.6026 2.3252
C 0.4757 -9.3590 1.8383
H 6.5621 -5.7062 1.3459
H 5.0168 -5.8353 2.1936
H 5.8072 -4.2683 2.0191
H 4.7359 -5.9121 -0.3485
H 5.5212 -4.3391 -0.4297
H 4.4849 -2.4825 -0.1491
H -0.7818 -4.4871 1.6435
H 3.3849 -6.9159 0.7247
H 2.6628 -8.4638 -0.5232
H 1.2393 -9.4946 -0.6897
H 3.5903 -10.0420 1.2042
H 3.3061 -10.8576 -0.3463
H 2.4073 -12.1185 1.5211
H 1.1875 -11.6207 0.5162
H 1.9953 -10.3165 3.0435
H 0.5326 -11.2952 2.8049
H 0.0736 -8.8566 2.7175
H -0.3685 -9.6551 1.1988
C -7.9967 -0.1850 -1.1483
C -7.2927 0.2968 0.1233
C -7.3696 1.8300 0.1732
C -8.0030 -0.3170 1.3373
C -5.8355 -0.1172 0.1546
C -4.9876 0.4045 1.1393
C -3.6524 0.1190 1.0461
Br -2.3110 0.6194 2.3713
C -3.0997 -0.6634 0.0277
O -1.7522 -0.6426 -0.0503
C -3.9604 -1.3911 -0.8003
C -5.3081 -1.0524 -0.7300
C -3.4776 -2.6202 -1.5601
C -4.2440 -2.8603 -2.8627
C -3.7327 -3.8016 -0.6051
C -1.9713 -2.5752 -1.8736
H -9.0099 0.2063 -1.1616
H -8.0674 -1.2697 -1.1775
H -7.4860 0.1700 -2.0410
H -8.4074 2.1486 0.1514
H -6.8667 2.2596 -0.6902
H -6.9152 2.2338 1.0731
H -9.0565 -0.0551 1.3069
H -7.5851 0.0414 2.2736
H -7.9182 -1.4012 1.3142
H -5.3589 0.9970 1.9579
H -5.9803 -1.5619 -1.3971
H -5.3104 -2.9558 -2.6922
H -3.9076 -3.7939 -3.3067
H -4.0833 -2.0548 -3.5736
H -4.7963 -3.9435 -0.4411
H -3.2639 -3.6230 0.3616
H -3.3275 -4.7151 -1.0329
H -1.6979 -1.6149 -2.3191
H -1.7297 -3.3505 -2.5962
H -1.3778 -2.7656 -0.9667
C 3.2832 5.8150 -0.3964
C 2.9989 5.5009 0.9233
C 2.0641 4.5214 1.2153
C 1.4119 3.8533 0.1768
C 1.6625 4.2037 -1.1462
C 2.6053 5.1812 -1.4252
As 0.1346 2.3929 0.7378
C -0.3562 1.6308 -1.0200
C 0.4561 0.6963 -1.7793
C -0.0648 0.2825 -3.0393
C -1.3061 0.6970 -3.4735
C -2.0870 1.5824 -2.7260
C -1.6256 2.0495 -1.4974
C -2.2900 3.0334 -0.6458
C -3.5081 3.6505 -0.9238
C -4.0067 4.6088 -0.0587
C -3.2978 4.9705 1.0787
C -2.0821 4.3651 1.3754
C -1.5744 3.4008 0.5132
H 4.0351 6.5546 -0.6225
H 3.5210 6.0055 1.7200
H 1.8263 4.2539 2.2441
H 1.1239 3.7231 -1.9547
H 2.8218 5.4348 -2.4518
H 1.5565 0.7668 -1.7035
H 0.5560 -0.3243 -3.6811
H -1.6650 0.3753 -4.4389
H -3.0148 1.9501 -3.1372
H -4.0603 3.4059 -1.8193
H -4.9484 5.0848 -0.2859
H -3.6850 5.7391 1.7286
H -1.5148 4.6421 2.2598
```


A structure of composition C48H51N14O4PbS. Source: the OMol25 dataset; level of theory: ωB97M-V with the def2-TZVPD basis set.

Results
E, eV: -95738.6898
Energy above the lowest of the compared OMol25 structures with the same formula, charge and spin, eV: 0.0000
Frontier orbital gap, Ha: 0.212
Lowest unoccupied orbital energy, Eh: 0.0798
Net charge: -1

```
119
C48H51N14O4PbS | the OMol25 dataset | ωB97M-V with the def2-TZVPD basis set
Pb 0.6528 0.5780 -0.9868
C -3.2159 5.6127 -3.1963
C -3.8091 4.5595 -2.2666
N -3.0328 4.3583 -1.0681
C -1.9414 3.5385 -0.9431
S -1.5757 2.4743 -2.2377
N -1.3278 3.7612 0.2223
N -0.3197 2.9306 0.5618
C 0.3490 3.2375 1.6275
C 0.0801 4.4694 2.4534
C 1.4388 2.3424 2.0813
C 2.2858 2.7586 3.1213
C 3.3006 1.9286 3.5589
C 3.4566 0.6831 2.9731
C 2.5740 0.3395 1.9613
N 1.6057 1.1326 1.5281
H -3.8632 5.7798 -4.0607
H -3.0870 6.5658 -2.6781
H -2.2402 5.2792 -3.5500
H -4.8249 4.8348 -1.9678
H -3.8616 3.6010 -2.7805
H -3.0867 5.0509 -0.3373
H -0.8074 4.9608 2.0714
H -0.0763 4.2129 3.5050
H 0.9160 5.1740 2.4051
H 2.1594 3.7329 3.5676
H 3.9651 2.2558 4.3501
H 4.2367 -0.0011 3.2779
H 2.6538 -0.6163 1.4516
C 2.0556 0.6551 -5.7527
C 1.4594 0.3506 -4.4082
N 1.8301 0.9258 -3.3219
N 2.7843 1.8915 -3.4012
C 3.1739 2.2915 -2.1907
O 2.8495 1.8436 -1.0657
C 4.1370 3.4454 -2.2165
C 4.1158 4.3541 -1.1638
C 4.9871 5.4320 -1.1533
C 5.9046 5.5971 -2.1830
C 5.9382 4.6839 -3.2277
C 5.0516 3.6162 -3.2488
C 0.3866 -0.6668 -4.3194
C 0.0265 -1.4233 -5.4395
C -0.9622 -2.3837 -5.3227
C -1.5794 -2.5761 -4.0973
C -1.1701 -1.7777 -3.0407
N -0.2279 -0.8534 -3.1461
H 2.7653 1.4693 -5.6464
H 2.5741 -0.2182 -6.1574
H 1.2826 0.9450 -6.4683
H 3.4076 4.1967 -0.3602
H 4.9539 6.1443 -0.3377
H 6.5915 6.4348 -2.1707
H 6.6552 4.8055 -4.0308
H 5.0523 2.9089 -4.0670
H 0.5204 -1.2628 -6.3859
H -1.2427 -2.9811 -6.1819
H -2.3506 -3.3206 -3.9548
H -1.6161 -1.8878 -2.0563
C -4.0327 -4.4830 4.6628
O -3.0799 -3.9235 3.7870
C -1.7627 -4.1947 4.0291
C -1.2975 -4.9402 5.0971
C 0.0726 -5.1303 5.2672
C 0.9598 -4.5531 4.3803
C 0.4944 -3.7905 3.3143
C -0.8676 -3.6192 3.1086
N -1.4221 -2.8765 2.0672
C -0.6957 -2.2325 1.0596
N 0.1518 -3.0648 0.4122
C 1.3653 -2.8707 -0.3152
C 1.8011 -1.6789 -0.8927
C 3.0277 -1.7525 -1.5663
C 3.7629 -2.9212 -1.7032
C 3.2932 -4.0964 -1.1323
C 2.1049 -4.0615 -0.4300
O 1.5764 -5.2189 0.1442
C 2.4399 -5.8833 1.0480
N -0.9227 -1.0071 0.7439
C -1.6496 -0.2098 1.6522
C -2.8206 0.4263 1.2359
C -3.5174 1.2831 2.0821
C -3.0349 1.5086 3.3534
C -1.8777 0.8793 3.8062
C -1.1976 0.0141 2.9626
O -0.0856 -0.6869 3.3259
C 0.4473 -0.4446 4.6073
H -5.0062 -4.1936 4.2763
H -3.9164 -4.0931 5.6783
H -3.9580 -5.5740 4.6833
H -1.9906 -5.3754 5.8025
H 0.4307 -5.7182 6.1018
H 2.0264 -4.6778 4.5153
H 1.1945 -3.3092 2.6455
H -2.2903 -2.4158 2.2993
H 0.0392 -4.0324 0.6772
H 3.4285 -0.8480 -2.0150
H 4.6941 -2.9256 -2.2592
H 3.8345 -5.0287 -1.2342
H 3.2992 -6.3237 0.5364
H 1.8578 -6.6737 1.5186
H 2.8027 -5.1930 1.8157
H -2.5128 -0.0612 -0.7246
H -4.4008 1.7759 1.7048
H -3.5528 2.1974 4.0088
H -1.5175 1.0706 4.8068
H 1.3245 -1.0819 4.6942
H -0.2709 -0.7078 5.3913
H 0.7487 0.6014 4.7183
N -5.8013 -1.7585 -2.2034
C -5.2232 -0.5515 -2.6070
N -5.4196 -0.2435 -3.9532
N -4.5597 0.2040 -1.8508
C -4.5035 0.3569 -0.5201
N -3.2584 0.1822 -0.0768
H -6.6710 -1.9553 -2.6783
H -5.9040 -1.7907 -1.1966
H -5.2851 -1.0350 -4.5666
H -4.8304 0.5321 -4.2243
```


A structure of composition C48H52AlBrGe2NO4Sb in a non-equilibrium geometry. Source: the OMol25 dataset; level of theory: ωB97M-V with the def2-TZVPD basis set.

Results
E, eV: -256494.4711
Energy above the lowest of the compared OMol25 structures with the same formula, charge and spin, eV: 1.6280
Frontier orbital gap, Ha: 0.278
Lowest unoccupied orbital energy, Eh: -0.1954
Net charge: +2

```
110
C48H52AlBrGe2NO4Sb | the OMol25 dataset | ωB97M-V with the def2-TZVPD basis set
Al -20.6345 -10.2738 4.8669
C -15.7162 -11.7580 6.6117
C -17.1679 -11.6065 7.0122
C -17.5681 -11.8639 8.3031
C -18.9368 -11.6898 8.5913
C -19.8291 -11.3895 7.5946
Br -21.6583 -11.1465 7.9822
N -19.4814 -11.1275 6.3466
C -18.2107 -11.2351 6.0672
H -15.2916 -12.7121 6.9688
H -15.0576 -10.9639 7.0871
H -15.4314 -11.5396 5.5819
H -16.8950 -12.0367 9.1102
H -19.4172 -11.8901 9.6024
H -17.9180 -11.1027 5.0930
C -18.7864 -15.7110 4.8242
C -20.2629 -15.1989 4.9972
Ge -20.8086 -14.0879 3.5059
C -21.7111 -15.1638 2.0884
C -22.0617 -16.5515 2.6372
C -19.2424 -13.3609 2.7069
C -18.5421 -12.2433 2.4565
Ge -19.3234 -10.4500 2.8137
C -17.8544 -9.1103 2.6172
C -18.3470 -7.7427 2.1826
C -20.6458 -10.1485 1.4112
C -21.8304 -11.1962 1.2809
C -17.2674 -12.3188 1.7704
C -17.1560 -13.0301 0.5860
C -15.9379 -13.0463 -0.1220
C -14.8284 -12.3259 0.3525
C -14.9456 -11.6132 1.5653
C -16.1914 -11.5516 2.2332
H -18.3075 -16.0911 5.7626
H -18.1400 -14.8984 4.4809
H -18.8380 -16.5599 4.0803
H -20.3878 -14.7008 5.9192
H -21.0464 -16.0077 4.9707
H -20.9843 -15.2687 1.2694
H -22.5333 -14.5905 1.6509
H -21.2985 -16.9595 3.3129
H -22.3418 -17.1635 1.7770
H -22.9419 -16.4399 3.2708
H -18.6995 -14.2486 2.4892
H -17.1666 -9.6065 1.9475
H -17.2807 -9.0027 3.5446
H -17.5374 -7.1188 1.8870
H -18.9501 -7.2934 2.9747
H -19.0018 -7.7953 1.2663
H -20.1005 -10.2454 0.4796
H -21.0953 -9.1268 1.4666
H -21.4190 -12.1619 0.9975
H -22.4874 -10.7975 0.5095
H -22.4033 -11.2216 2.1954
H -17.9489 -13.5131 0.1143
H -15.7488 -13.6204 -1.0601
H -13.9392 -12.3864 -0.2359
H -14.0997 -11.0776 1.9791
H -16.2366 -10.9994 3.1786
O -21.7304 -12.7410 4.5812
C -22.6821 -11.8580 4.6840
O -22.3426 -10.6958 4.9395
C -24.0732 -12.1276 4.2427
C -24.9424 -11.0469 4.0625
C -26.2811 -11.2862 3.6522
C -26.5720 -12.6426 3.3089
O -27.7251 -13.1488 2.8810
C -27.5535 -14.5913 2.8264
O -26.2705 -14.8159 3.2546
C -25.6113 -13.6345 3.4635
C -24.3523 -13.4715 3.9447
H -24.7270 -10.0498 4.2197
H -26.8845 -10.3747 3.5624
H -27.7184 -14.7719 1.7686
H -28.2619 -15.0848 3.5270
H -23.6665 -14.2309 4.1608
C -20.0388 -3.8030 2.8398
C -19.1870 -3.9727 3.9589
C -19.3761 -5.0224 4.8133
C -20.4737 -5.9514 4.6850
C -21.4142 -5.6847 3.6533
C -21.1339 -4.6423 2.7280
Sb -20.7247 -7.6746 5.8485
C -19.3342 -7.7318 7.4793
C -17.9732 -7.8164 7.0540
C -16.9633 -8.0159 7.9330
C -17.2415 -8.2039 9.2862
C -18.5687 -8.1779 9.7114
C -19.6465 -7.9785 8.8514
C -22.5786 -7.3143 6.6421
C -23.6253 -8.2252 6.5976
C -24.8898 -7.9615 7.1844
C -25.1314 -6.7361 7.7608
C -24.0966 -5.7594 7.7760
C -22.8233 -6.0912 7.2708
H -19.7118 -3.0831 2.0889
H -18.2529 -3.3971 4.1927
H -18.6895 -5.1358 5.6219
H -22.3246 -6.3068 3.4375
H -21.7390 -4.6612 1.8324
H -17.6623 -7.8303 5.9721
H -15.9586 -8.0273 7.5721
H -16.4352 -8.3624 10.0159
H -18.7548 -8.1984 10.7793
H -20.6725 -7.9238 9.2702
H -23.4782 -9.2548 6.2088
H -25.7118 -8.6324 7.0049
H -26.1039 -6.4057 8.1112
H -24.2762 -4.8221 8.2439
H -22.0074 -5.4082 7.2450
```


What is the E in the second record?
-198664.6544 eV